Density functional theory data (ωB97M-V/def2-TZVPD) for a molecular structure, C28H28BeF5N2O2S3Se in a non-equilibrium geometry.

Structure (XYZ):
```
70
Properties=species:S:1:pos:R:3:lowdin_charge:R:1
Be -0.413 -1.694 0.709 -0.170
C -2.206 1.569 0.830 -0.017
C -1.045 0.714 1.117 -0.228
N -1.217 -0.544 1.644 -0.113
N -0.894 -0.548 3.053 0.019
C -0.417 -1.774 3.424 -1.080
S -0.502 -3.128 2.355 0.598
S 0.449 -2.281 4.890 0.808
C 1.807 -1.053 4.827 -0.422
C 1.517 0.279 5.498 -0.284
C 1.058 0.313 6.827 -0.054
C 0.749 1.562 7.388 -0.095
C 0.826 2.708 6.611 -0.118
C 1.310 2.689 5.309 -0.079
C 1.709 1.461 4.784 -0.042
C 0.289 1.227 0.944 -0.141
C 0.604 2.568 1.271 -0.025
C 1.917 2.968 1.239 -0.111
C 2.922 2.053 0.910 -0.085
C 2.667 0.711 0.707 -0.008
C 1.334 0.251 0.623 -0.310
O 1.006 -0.967 0.272 -0.105
H -2.291 2.337 1.637 0.106
H -3.156 0.992 0.634 0.113
H -1.903 2.142 -0.076 0.079
H 2.040 -0.897 3.756 0.080
H 2.663 -1.544 5.312 0.077
H 0.875 -0.606 7.394 0.102
H 0.411 1.658 8.410 0.092
H 0.557 3.653 7.028 0.084
H 1.349 3.596 4.716 0.098
H 2.093 1.437 3.766 0.097
H -0.200 3.221 1.581 0.110
H 2.252 3.985 1.419 0.097
H 3.937 2.413 0.798 0.102
H 3.488 0.008 0.575 0.114
C -2.688 -2.094 -3.704 -0.121
C -2.276 -3.570 -3.600 -0.296
C -2.351 -4.128 -2.172 -0.336
S -1.024 -3.763 -0.953 1.043
O -1.181 -2.199 -0.588 -0.490
C 0.571 -3.916 -1.851 -0.331
C 1.215 -2.672 -2.470 -0.317
C 2.471 -3.003 -3.281 -0.108
H -2.766 -1.795 -4.768 0.079
H -1.991 -1.422 -3.155 0.004
H -3.720 -1.970 -3.297 0.087
H -1.300 -3.801 -4.049 0.094
H -3.026 -4.146 -4.190 0.109
H -2.503 -5.246 -2.181 0.103
H -3.216 -3.674 -1.653 0.096
H 0.378 -4.685 -2.645 0.095
H 1.287 -4.363 -1.104 0.108
H 1.504 -1.971 -1.689 0.078
H 0.491 -2.188 -3.153 0.075
H 3.293 -3.363 -2.637 0.075
H 2.811 -2.081 -3.794 0.082
H 2.244 -3.754 -4.073 0.074
F -1.939 5.408 -5.749 0.080
C -1.564 4.334 -5.022 -0.151
C -0.282 4.284 -4.470 -0.157
F 0.546 5.331 -4.648 0.089
C 0.113 3.165 -3.773 -0.267
F 1.353 3.133 -3.231 0.037
C -0.738 2.064 -3.580 -0.567
Se -0.246 0.673 -2.426 0.738
C -2.018 2.154 -4.153 -0.268
F -2.906 1.177 -3.901 0.049
C -2.440 3.267 -4.849 -0.148
F -3.691 3.333 -5.374 0.078
```

Calculated values
- energy (Ha) = -5453.876735
- HOMO level (eV) = -3.9
- charge = -1
- LUMO energy (eV) = 1.56
- HOMO-LUMO gap (eV) = 5.43
- ΔE to the lowest compared entry with this formula, charge and spin (kcal/mol) = 51.6

***

Density functional theory data (ωB97M-V/def2-TZVPD) for a molecular structure, C28H28Br2Cl2N4OOsS2.

Structure (XYZ):
```
68
Properties=species:S:1:pos:R:3:lowdin_charge:R:1
Os 0.464 0.275 -0.333 0.912
C 3.375 -0.383 -2.393 -0.050
C 3.661 0.026 -0.984 -0.290
C 5.014 0.171 -0.611 0.018
C 5.363 0.478 0.667 0.019
C 4.353 0.647 1.636 -0.168
C 4.603 0.934 3.000 -0.615
Br 6.368 1.109 3.633 0.853
C 3.567 1.077 3.875 -0.151
C 2.247 0.948 3.421 -0.554
Br 0.867 1.134 4.702 0.888
C 1.942 0.676 2.105 -0.392
O 0.700 0.547 1.669 -0.390
C 3.020 0.514 1.202 -0.150
N 2.686 0.217 -0.105 -0.055
H 4.300 -0.674 -2.883 0.092
H 2.944 0.442 -2.962 0.070
H 2.692 -1.229 -2.418 0.047
H 5.771 0.019 -1.367 0.127
H 6.401 0.579 0.951 0.095
H 3.754 1.287 4.918 0.107
Cl 0.321 0.065 -2.739 0.801
C 0.152 1.712 -3.310 -0.561
C 0.011 1.931 -4.661 -0.067
C -0.110 3.246 -5.091 -0.024
C -0.084 4.296 -4.185 -0.066
C 0.068 4.041 -2.831 -0.668
Cl 0.097 5.357 -1.724 0.741
C 0.188 2.725 -2.367 -0.605
S 0.422 2.396 -0.655 0.785
H -0.006 1.106 -5.361 0.123
H -0.226 3.454 -6.145 0.129
H -0.179 5.318 -4.522 0.124
C -1.812 2.284 2.279 -0.001
N -2.245 1.114 3.092 -0.169
C -3.688 1.230 3.443 0.016
C -1.872 -0.230 2.484 -0.085
C -2.362 -0.421 1.072 -0.241
C -3.684 -0.873 1.003 -0.058
C -4.340 -1.112 -0.192 -0.046
C -3.636 -0.910 -1.362 -0.062
C -2.306 -0.519 -1.307 -0.161
C -1.590 -0.258 -0.119 -0.280
H -2.033 3.191 2.837 0.115
H -2.369 2.272 1.344 0.109
H -0.748 2.193 2.096 0.056
H -1.704 1.149 3.960 0.097
H -4.272 1.205 2.527 0.101
H -3.847 2.176 3.954 0.112
H -3.968 0.406 4.093 0.113
H -2.334 -0.965 3.143 0.140
H -0.798 -0.308 2.558 0.081
H -4.218 -1.051 1.930 0.116
H -5.369 -1.446 -0.201 0.121
H -4.102 -1.077 -2.325 0.119
H -1.823 -0.430 -2.261 0.024
S 1.098 -2.134 0.115 0.730
C -0.020 -3.333 -0.404 -0.743
N -1.339 -3.314 -0.293 0.062
C -1.959 -4.574 -0.709 -0.087
C -0.736 -5.437 -1.092 -0.089
N 0.376 -4.504 -0.889 0.041
H -1.836 -2.521 0.076 0.091
H -2.637 -4.415 -1.546 0.123
H -2.519 -5.010 0.117 0.127
H -0.770 -5.767 -2.128 0.126
H -0.630 -6.309 -0.449 0.128
H 1.349 -4.743 -0.981 0.150
```

Calculated values
- energy (Ha) = -8333.056728
- HOMO level (alpha / beta) (eV) = -12.6 / -12.6
- charge = +2
- LUMO energy (alpha / beta) (eV) = -7.51 / -7.51
- HOMO-LUMO gap (alpha / beta) (eV) = 5.07 / 5.07
- ΔE to the lowest compared entry with this formula, charge and spin (kcal/mol) = 19.1

***

Density functional theory data (ωB97M-V/def2-TZVPD) for a molecular structure, C28H28ClGaN2PS in a non-equilibrium geometry.

Structure (XYZ):
```
62
Properties=species:S:1:pos:R:3:lowdin_charge:R:1
Ga 0.618 1.085 -0.217 0.538
C 0.508 2.697 1.857 -0.156
C -0.782 2.649 2.384 -0.050
C -1.785 3.427 1.822 -0.035
C -1.521 4.227 0.714 -0.048
C -0.247 4.276 0.171 -0.053
C 0.781 3.529 0.744 -0.178
H 1.327 2.221 2.394 0.121
H -0.986 2.065 3.270 0.128
H -2.765 3.441 2.277 0.132
H -2.296 4.862 0.308 0.127
H -0.032 4.948 -0.649 0.134
H 1.807 3.718 0.444 0.098
Cl 3.105 1.418 0.022 0.839
C 3.807 -0.147 0.305 -0.577
C 5.184 -0.268 0.270 -0.053
C 5.764 -1.518 0.440 0.000
C 4.971 -2.640 0.636 -0.010
C 3.594 -2.511 0.695 -0.040
C 2.993 -1.257 0.545 -0.360
P 1.185 -1.211 0.607 1.030
C 0.569 -2.474 -0.510 -0.372
C 0.718 -2.270 -1.884 -0.100
C 0.377 -3.281 -2.761 -0.040
C -0.123 -4.482 -2.267 -0.016
C -0.278 -4.677 -0.902 -0.026
C 0.064 -3.675 -0.010 -0.063
C 0.545 -1.323 2.277 -0.370
C -0.832 -1.527 2.413 -0.099
C -1.391 -1.543 3.675 -0.036
C -0.590 -1.332 4.793 -0.016
C 0.778 -1.139 4.652 -0.033
C 1.357 -1.123 3.395 -0.059
H 5.803 0.602 0.111 0.128
H 6.839 -1.612 0.411 0.137
H 5.426 -3.613 0.742 0.133
H 2.970 -3.378 0.861 0.126
H 1.111 -1.319 -2.250 0.103
H 0.499 -3.147 -3.824 0.123
H -0.396 -5.269 -2.952 0.128
H -0.661 -5.613 -0.524 0.129
H -0.037 -3.826 1.055 0.116
H -1.446 -1.684 1.533 0.109
H -2.448 -1.724 3.787 0.125
H -1.035 -1.316 5.776 0.129
H 1.400 -1.013 5.525 0.127
H 2.425 -0.989 3.280 0.117
C -1.784 0.618 -3.919 -0.012
N -2.663 1.501 -3.209 -0.126
C -3.729 2.241 -3.887 -0.053
C -4.445 2.973 -2.738 -0.071
N -3.630 2.607 -1.581 0.063
C -2.687 1.742 -1.918 -0.652
S -1.727 0.906 -0.720 0.749
H -2.331 0.155 -4.739 0.115
H -1.419 -0.161 -3.246 0.064
H -0.937 1.164 -4.342 0.114
H -4.384 1.540 -4.412 0.146
H -3.304 2.928 -4.621 0.145
H -5.472 2.627 -2.603 0.141
H -4.462 4.057 -2.866 0.138
H -3.898 2.837 -0.637 0.152
```

Calculated values
- energy (Ha) = -4316.859431
- HOMO level (eV) = -17.3
- charge = +3
- LUMO energy (eV) = -11.10
- HOMO-LUMO gap (eV) = 6.19
- ΔE to the lowest compared entry with this formula, charge and spin (kcal/mol) = 24.3

***

Question: charge of number 3 (C28H28ClGaN2PS)?
Answer: +3

***

Question: The highest ΔE to the lowest compared entry with this formula, charge and spin belongs to which entry?
Answer: C28H28BeF5N2O2S3Se

***

Question: Which value of ΔE to the lowest compared entry with this formula, charge and spin does entry 1 give?
Answer: 51.6 kcal/mol